1.
The following is a DFT calculation (ωB97M-V/def2-TZVPD) of a structure of composition C36H47BBr2HgN10OP.

Each line ends with the Löwdin spin population.
Atoms and positions in Å:
Hg 0.76456 -0.68730 1.21578  0.002
C -0.40024 -4.34587 3.42080  0.000
C 0.12101 -3.69442 2.30091  0.001
N 0.19090 -2.38999 2.52885  0.004
N -0.26714 -2.16707 3.76908  0.000
C -0.63216 -3.33159 4.32978  0.000
B -0.28312 -0.77240 4.42502  0.000
N 1.12277 -0.10517 4.40534  0.000
C 1.86056 0.23212 5.47836  0.000
C 2.79192 1.17071 5.08796  0.000
C 2.53764 1.35257 3.72277  0.000
N 1.54804 0.56579 3.31945  0.000
N -1.20251 0.21682 3.65899  0.000
C -2.11309 1.03298 4.21974  0.000
C -2.50270 1.96551 3.28102  0.000
C -1.75171 1.64027 2.14582  0.000
N -0.98263 0.58648 2.38295  0.000
H -0.58142 -5.39875 3.54583  0.000
H 0.44338 -4.10366 1.35626  0.001
H -1.03420 -3.36600 5.32829  0.000
H -0.66846 -0.87721 5.55109  0.000
H 1.66731 -0.19956 6.44630  0.000
H 3.53942 1.65812 5.68972  0.000
H 2.98685 2.06321 3.04738  0.000
H -2.40952 0.91017 5.24804  0.000
H -3.21375 2.76360 3.40715  0.000
H -1.73526 2.10728 1.17484  0.000
Br -4.70229 -4.03392 -1.73240  0.002
C -3.25344 -3.00309 -1.06643  0.036
C -3.51176 -1.88158 -0.26921  0.111
C -2.41131 -1.19207 0.19690  0.003
N -1.14908 -1.48216 -0.09601  0.123
C -0.89683 -2.54951 -0.91657  0.105
C -1.97482 -3.35243 -1.38278  0.058
C 0.45516 -2.80223 -1.28782  0.144
C 0.79407 -3.77303 -2.27365  0.044
C 2.08990 -3.92649 -2.65165  0.064
Br 2.56029 -5.22288 -3.95681  0.007
C 3.09902 -3.11681 -2.09254  0.115
C 2.69974 -2.21476 -1.13412  0.011
N 1.45110 -2.04189 -0.70644  0.145
H -4.51811 -1.57487 -0.02788  0.008
H -2.56713 -0.34603 0.85052  -0.002
H -1.79305 -4.23704 -1.97213  0.003
H 0.02606 -4.36554 -2.74478  0.001
H 4.12632 -3.18606 -2.41669  0.009
H 3.44877 -1.57949 -0.68303  -0.002
C 5.42431 -3.49137 0.96444  0.001
C 4.70328 -2.21124 1.31040  0.000
O 3.71859 -2.19209 2.02171  0.000
N 5.24602 -1.07745 0.79360  0.000
C 4.70748 0.24897 1.06990  0.000
C 3.87017 0.82055 -0.05868  0.000
C 4.54811 1.41809 -1.11668  0.001
C 3.85113 1.89686 -2.21193  0.000
C 2.47375 1.78426 -2.20643  0.000
C 1.86343 1.21161 -1.10883  0.000
N 2.52275 0.74280 -0.04348  -0.001
H 4.68892 -4.23211 0.65539  0.001
H 5.92428 -3.86866 1.85645  0.000
H 6.15854 -3.35640 0.17140  0.000
H 6.05639 -1.14825 0.20506  0.000
H 5.55419 0.91383 1.24606  0.000
H 4.10993 0.16989 1.96725  0.000
H 5.62808 1.48807 -1.08295  0.000
H 4.37207 2.34522 -3.04728  0.000
H 1.87738 2.14183 -3.03483  0.000
H 0.78100 1.12904 -1.06606  0.000
C -3.33750 -0.03780 -3.28157  0.001
C -2.42539 1.18751 -3.39303  0.000
C -1.08454 0.75448 -3.98922  0.000
P -2.15896 1.92540 -1.69613  0.000
C -1.12715 3.44031 -2.12043  0.000
C -1.77122 4.51962 -2.98478  0.000
C -0.60903 4.04464 -0.80961  0.000
C -3.81974 2.72440 -1.30148  0.000
C -4.57849 1.86608 -0.27968  0.001
C -4.75100 3.05342 -2.46850  0.000
H -3.64765 -0.37394 -4.27364  0.000
H -4.23438 0.16256 -2.69629  0.001
H -2.80503 -0.85772 -2.79620  0.000
H -2.88820 1.93060 -4.04769  0.000
H -0.54660 0.10750 -3.28968  0.000
H -0.44833 1.60605 -4.23699  0.000
H -1.25388 0.18862 -4.90805  0.000
H -0.26412 3.03716 -2.66100  0.000
H -2.60548 4.99308 -2.46541  0.000
H -2.12809 4.12323 -3.93636  0.000
H -1.03811 5.30015 -3.20487  0.000
H -1.43587 4.32112 -0.15015  0.000
H -0.02929 4.94886 -1.01010  0.000
H 0.03048 3.34027 -0.27446  0.000
H -3.54153 3.65676 -0.79604  0.000
H -4.86420 0.90611 -0.71360  0.001
H -5.49256 2.37687 0.03407  0.000
H -3.97885 1.66716 0.60752  0.000
H -5.10528 2.14278 -2.95180  0.000
H -4.28172 3.68082 -3.22372  0.000
H -5.62715 3.58563 -2.08965  0.000

Summary:
2S+1: 2
Net charge: 0
HOMO level (spin up / spin down): -0.1774 / -0.2957 Ha
Orbital gap (spin up / spin down): 5.08 / 8.29 eV

***

2.
The following is a DFT calculation (ωB97M-V/def2-TZVPD) of a cluster of 3 separate species, C36H47F13NO2PS in total.

Each line ends with the Löwdin charge.
Atoms and positions in Å:
C 1.64226 3.91194 5.32197  -0.048
C 0.36219 4.05411 4.53990  -0.267
C 0.27407 4.94837 3.47798  -0.053
C -0.90133 5.06545 2.74693  -0.071
C -2.00137 4.28616 3.06974  -0.036
C -1.93739 3.37954 4.12550  -0.212
C -3.13349 2.50635 4.43580  -0.084
C -3.17063 1.30406 3.51667  -0.120
C -2.17439 0.33880 3.66969  0.002
C -2.08692 -0.74927 2.82591  -0.010
C -2.98201 -0.94129 1.77097  -0.140
C -2.70025 -2.07990 0.81967  -0.094
C -1.44945 -1.78718 -0.04290  -0.051
C -1.76342 -1.41588 -1.47345  -0.420
F -1.94461 -2.51141 -2.25415  0.121
F -2.91945 -0.68475 -1.54167  0.120
C -0.71007 -0.49123 -2.15905  -0.358
F -1.01925 -0.39777 -3.47329  0.153
F -0.82201 0.71934 -1.57919  0.147
C 0.75727 -1.00609 -2.04626  -0.342
F 0.70499 -2.31970 -2.38424  0.146
F 1.18709 -0.91484 -0.77158  0.142
C 1.89486 -0.45627 -2.99642  -0.410
F 1.57993 -0.78066 -4.25335  0.135
F 2.99085 -1.13761 -2.63189  0.137
S 2.33096 1.40446 -2.96659  0.767
F 0.91624 1.70372 -3.61830  -0.120
F 2.98133 1.28323 -4.40281  -0.116
F 3.73994 1.14585 -2.30595  -0.128
F 1.70648 1.55762 -1.51637  -0.131
F 2.63330 2.94448 -2.97178  -0.101
C -4.00394 0.00230 1.61459  -0.022
C -4.09115 1.12148 2.47736  -0.020
C -5.18674 2.10463 2.20448  -0.339
O -5.72940 2.77910 3.04852  0.098
C -5.61726 2.22989 0.77840  -0.258
P -6.37636 3.79607 0.25726  0.717
N -7.93682 3.86662 0.27504  -0.293
C -5.53596 1.16738 -0.02250  0.030
C -5.02769 -0.12062 0.52659  -0.326
O -5.46322 -1.17224 0.12448  0.127
C -0.75603 3.28049 4.85144  -0.009
H 1.44762 3.73994 6.37856  0.078
H 2.23602 3.08682 4.92524  0.074
H 2.24120 4.81774 5.22628  0.076
H 1.13596 5.55971 3.23863  0.109
H -0.95520 5.77525 1.93159  0.103
H -2.92024 4.38642 2.50278  0.108
H -4.04009 3.09264 4.35041  0.102
H -3.07617 2.15548 5.46767  0.129
H -1.43964 0.45788 4.45690  0.118
H -1.28368 -1.46367 2.96720  0.125
H -2.48498 -2.96758 1.41598  0.126
H -3.56500 -2.31278 0.21181  0.104
H -0.76790 -2.63671 -0.03734  0.136
H -0.89864 -0.95325 0.39557  0.124
H -5.74753 4.02875 -0.98031  0.007
H -5.73698 4.67452 1.14667  0.004
H -8.33770 4.03456 -0.63846  -0.044
H -5.91513 1.17302 -1.03825  0.129
H -0.70027 2.59260 5.68905  0.118
C -2.74229 -4.61402 -5.77726  -0.106
C -1.53538 -5.24218 -5.08675  -0.263
C -0.36725 -4.27402 -4.91017  -0.231
C 0.21982 -3.72577 -6.21194  -0.224
C 0.72005 -4.78826 -7.18898  -0.268
C 1.84883 -5.64751 -6.62743  -0.111
H -2.50289 -4.28807 -6.79064  0.065
H -3.56634 -5.32513 -5.84873  0.069
H -3.09746 -3.74446 -5.21999  0.073
H -1.21241 -6.12610 -5.64395  0.098
H -1.83820 -5.60039 -4.09914  0.104
H 0.42104 -4.76783 -4.33396  0.104
H -0.70085 -3.43085 -4.30130  0.082
H 1.04940 -3.05612 -5.96207  0.101
H -0.52579 -3.10357 -6.71475  0.104
H 1.06967 -4.28839 -8.09608  0.104
H -0.10848 -5.43114 -7.49878  0.098
H 2.69886 -5.02768 -6.33382  0.074
H 2.20006 -6.36592 -7.36929  0.068
H 1.52792 -6.21258 -5.75106  0.064
C 4.51169 0.27674 0.86410  -0.106
C 5.41771 1.27225 1.58194  -0.263
C 6.48088 0.61175 2.45818  -0.228
C 5.92769 -0.25691 3.58946  -0.229
C 4.97684 0.46439 4.54295  -0.273
C 5.61978 1.63551 5.27957  -0.111
H 3.94631 -0.33445 1.57004  0.067
H 3.79251 0.79630 0.23266  0.047
H 5.09378 -0.39473 0.22896  0.081
H 4.80618 1.95094 2.18325  0.097
H 5.92055 1.89704 0.83915  0.106
H 7.12867 1.38795 2.87459  0.101
H 7.12492 -0.00983 1.82831  0.110
H 6.76907 -0.65902 4.16241  0.109
H 5.41237 -1.12331 3.16581  0.100
H 4.60599 -0.25771 5.27526  0.104
H 4.09888 0.81625 3.99374  0.091
H 6.48612 1.30316 5.85513  0.075
H 4.91510 2.09565 5.97379  0.063
H 5.95378 2.41188 4.58962  0.065

Summary:
Net charge: 0
HOMO level: -0.3281 Ha
Orbital gap: 7.61 eV
Structure (SMILES): Cc1cccc(Cc2ccc(CCC(F)(F)C(F)(F)C(F)(F)C(F)(F)S(F)(F)(F)(F)F)c3c2C(=O)C([PH2]=N)=CC3=O)c1.CCCCCC.CCCCCC

***

3.
The following is a DFT calculation (ωB97M-V/def2-TZVPD) of a cluster of 2 separate species, C36H47N4 in total in a non-equilibrium geometry.

Each line ends with the Löwdin charge.
Atoms and positions in Å:
C -2.58651 3.24000 2.24770  -0.167
C -1.18273 2.97510 2.89610  -0.215
C -1.12705 1.49305 3.05008  -0.071
C -2.23693 0.87168 2.51155  -0.275
N -2.50597 -0.43408 2.43432  -0.095
C -3.69663 -0.98438 1.78832  -0.142
C -3.58021 -2.51459 1.95046  -0.152
C -2.32398 -2.78728 2.77589  -0.153
C -1.61418 -1.43624 2.97935  -0.156
C -3.21286 1.86955 1.91983  -0.128
H -3.21693 3.80280 2.95242  0.107
H -2.48495 3.82745 1.33169  0.100
H -0.38574 3.37586 2.24193  0.087
H -1.08301 3.50802 3.85735  0.100
H -0.32589 1.00379 3.60817  0.079
H -4.62558 -0.59870 2.25464  0.122
H -3.73883 -0.71988 0.71674  0.118
H -4.46661 -2.90033 2.46088  0.108
H -3.51916 -2.97470 0.95998  0.106
H -2.58980 -3.19322 3.75628  0.108
H -1.64622 -3.48833 2.28013  0.099
H -0.65571 -1.43847 2.43471  0.087
H -1.38310 -1.23205 4.04442  0.129
H -4.22217 1.77956 2.35160  0.116
H -3.29498 1.74761 0.82689  0.116
C 4.41816 6.26272 5.35829  -0.049
N 4.81572 4.89431 5.63532  -0.169
C 5.58254 4.79137 6.87131  -0.041
C 4.42672 3.83753 4.85123  -0.182
C 4.72126 2.48528 5.22094  -0.003
C 4.12183 1.42283 4.56008  -0.012
C 3.30064 1.62207 3.41248  -0.219
C 2.81670 0.47036 2.68669  0.022
C 2.61195 0.40821 1.32071  -0.007
C 2.41509 -0.77793 0.55280  -0.054
C 2.42035 -0.67464 -0.90138  -0.172
C 3.12500 0.36124 -1.56351  -0.011
C 3.06187 0.49910 -2.93775  0.011
C 2.30179 -0.41127 -3.72790  -0.221
N 2.15375 -0.21427 -5.09642  -0.229
C 2.36929 -1.27798 -6.06050  -0.068
C 1.42308 0.91811 -5.63155  -0.061
C 1.65162 -1.49885 -3.08588  0.012
C 1.70798 -1.60820 -1.70750  -0.022
C 2.26616 -2.09711 1.15864  -0.154
C 1.67415 -2.31080 2.42608  -0.050
C 1.65875 -3.55573 3.03587  0.022
C 2.13561 -4.69798 2.34557  -0.230
N 2.09553 -5.97536 2.91122  -0.247
C 1.15265 -6.97106 2.44823  -0.072
C 3.07272 -6.45699 3.86659  -0.067
C 2.63967 -4.52687 1.02904  0.019
C 2.72728 -3.26145 0.47753  -0.020
C 3.07813 2.95946 2.98396  -0.004
C 3.63628 4.04377 3.67102  0.003
H 3.46540 6.28616 4.82935  0.080
H 4.31358 6.80098 6.30773  0.094
H 5.15665 6.81406 4.75953  0.105
H 5.87325 3.76510 7.11339  0.072
H 6.49921 5.40892 6.83085  0.105
H 4.98557 5.19808 7.70843  0.101
H 5.44209 2.28777 6.02297  0.102
H 4.31310 0.40474 4.90373  0.122
H 2.89611 -0.46555 3.24026  0.109
H 2.73858 1.33815 0.75535  0.108
H 3.75252 1.03422 -0.97854  0.117
H 3.63537 1.28544 -3.43088  0.125
H 2.92522 -2.09742 -5.59461  0.093
H 1.41615 -1.66004 -6.45579  0.087
H 2.95156 -0.87793 -6.90347  0.092
H 1.22052 1.64594 -4.84108  0.091
H 1.99950 1.39273 -6.43529  0.088
H 0.46486 0.59069 -6.06541  0.091
H 1.04857 -2.20923 -3.66734  0.127
H 1.17859 -2.44520 -1.24052  0.121
H 1.19888 -1.47299 2.93719  0.089
H 1.26998 -3.66708 4.05562  0.131
H 0.51420 -6.54296 1.66854  0.090
H 1.66756 -7.85350 2.04184  0.085
H 0.51237 -7.30383 3.27894  0.088
H 3.80764 -5.66919 4.06082  0.091
H 2.58602 -6.73781 4.81246  0.085
H 3.59729 -7.34442 3.47669  0.087
H 3.03454 -5.38908 0.48542  0.129
H 3.17289 -3.16901 -0.51411  0.120
H 2.45046 3.13871 2.10705  0.115
H 3.47858 5.05401 3.28682  0.102

Summary:
Net charge: +1
HOMO level: -0.3259 Ha
Orbital gap: 4.37 eV

***

Among the records above, which one has the highest net charge?
C36H47N4